1.
{
  "formula": "C3H14BN3",
  "method": "wB97M-V/def2-TZVPD",
  "de_lowest_ev": 3.454,
  "total_energy_ha": -311.12617,
  "homo_ev": -17.295,
  "gap_ha": 0.380,
  "charge": 2,
  "multiplicity": 1,
  "fmax_ev_per_a": 4.91,
  "elements": ["B", "C", "C", "C", "N", "N", "N", "H", "H", "H", "H", "H", "H", "H", "H", "H", "H", "H", "H", "H", "H"],
  "positions_angstrom": [[0.106975, -0.132178, 0.012361], [1.845422, -1.971820, -0.217128], [0.873043, 1.270694, -0.371463], [-2.175440, 0.067927, 0.533511], [0.649394, -1.327181, 0.277826], [2.229118, 1.534660, 0.224241], [-3.346518, 0.115147, -0.396086], [1.462094, -3.095097, -0.409600], [2.274240, -1.442236, -1.102459], [2.522337, -1.828513, 0.612762], [0.143213, 2.016869, -0.227524], [1.115988, 1.379611, -1.503411], [-2.155306, 1.046760, 1.135540], [-2.458777, -0.668810, 1.193718], [0.106933, -1.950082, 0.844526], [2.762350, 0.665260, 0.273127], [2.595043, 2.316959, -0.203098], [2.285335, 1.678149, 1.256609], [-3.642317, -0.836539, -0.738530], [-4.221282, 0.559263, -0.032419], [-2.971851, 0.601160, -1.162507]],
  "forces_ev_per_angstrom": [[-1.780, 1.653, 0.134], [-0.304, -1.500, -0.382], [-0.102, -1.719, -2.851], [2.634, 2.562, 0.642], [-1.449, 0.242, -0.076], [-1.918, -2.650, 3.656], [-0.663, -1.354, 0.016], [1.856, 2.549, 0.163], [-0.603, -0.785, 0.433], [0.862, -1.081, -0.021], [-0.199, 1.506, 0.773], [-0.697, -0.620, 1.652], [-0.197, -1.370, -1.101], [0.142, -1.808, 1.754], [-0.443, -0.403, 0.077], [0.704, 0.164, -1.443], [1.925, 1.879, -1.356], [-0.895, 0.759, -0.490], [0.533, 1.008, 0.405], [0.953, -0.092, -0.167], [-0.358, 1.062, -1.820]]
}

2.
{
  "formula": "C26H26NOPdS2",
  "method": "wB97M-V/def2-TZVPD",
  "de_lowest_ev": 0.546,
  "total_energy_ha": -2060.45470,
  "homo_ev": [-0.827, -2.984],
  "gap_ha": [0.113, 0.191],
  "charge": -1,
  "multiplicity": 3,
  "fmax_ev_per_a": 0.73,
  "elements": ["Pd", "S", "C", "C", "C", "C", "C", "C", "C", "C", "C", "N", "H", "H", "H", "H", "H", "H", "C", "C", "C", "C", "C", "H", "H", "H", "H", "H", "H", "H", "H", "H", "H", "O", "S", "C", "C", "C", "C", "C", "C", "C", "C", "C", "C", "C", "C", "H", "H", "H", "H", "H", "H", "H", "H", "H", "H"],
  "positions_angstrom": [[1.763228, -0.238625, -0.213426], [5.856093, -0.554971, 1.627246], [6.055482, -0.327526, -0.070878], [4.865355, -0.245139, -0.719917], [3.712055, -0.410310, 0.116373], [4.096285, -0.558219, 1.449165], [3.235681, -0.703468, 2.581068], [3.708121, -0.653629, 3.919967], [2.827473, -0.726741, 4.966887], [1.455627, -0.858776, 4.702448], [1.077969, -0.932343, 3.372959], [1.903604, -0.866521, 2.334339], [7.053335, -0.271309, -0.486238], [4.804390, -0.051427, -1.784560], [4.769814, -0.535933, 4.101947], [3.187429, -0.672070, 5.988557], [0.720025, -0.908019, 5.495627], [0.027438, -1.064850, 3.122221], [1.806185, 4.027620, -1.450678], [1.369570, 2.557471, -1.565203], [-0.166720, 2.501704, -1.505639], [1.814948, 2.012390, -2.926532], [1.969505, 1.732320, -0.441111], [1.391545, 4.636939, -2.266702], [2.896311, 4.102273, -1.484801], [1.467751, 4.452009, -0.500542], [-0.620405, 3.088979, -2.317866], [-0.527722, 2.891366, -0.548089], [-0.498525, 1.464175, -1.594594], [1.297384, 2.525640, -3.748933], [1.604723, 0.944228, -2.972210], [2.893000, 2.144628, -3.054761], [2.046773, 2.274805, 0.506452], [-0.431098, -1.098646, -0.420760], [-1.493841, -1.916264, -1.048249], [-2.590537, -2.353758, 0.291992], [-3.473936, -3.406351, 0.122467], [-4.328884, -3.748495, 1.162287], [-4.278836, -3.045909, 2.357550], [-3.371525, -2.007541, 2.519013], [-2.518865, -1.657428, 1.480851], [-2.598453, -0.777903, -1.884417], [-2.923535, 0.440600, -1.312572], [-3.741270, 1.316932, -2.007158], [-4.231451, 0.969262, -3.260827], [-3.892106, -0.247158, -3.828237], [-3.061067, -1.125171, -3.137752], [-3.489372, -3.955532, -0.813948], [-5.021731, -4.571919, 1.045016], [-4.940127, -3.316722, 3.170691], [-3.316159, -1.473588, 3.459325], [-1.777722, -0.872800, 1.589549], [-2.508289, 0.711190, -0.347891], [-3.984731, 2.279918, -1.576290], [-4.868067, 1.659431, -3.800784], [-4.258374, -0.507657, -4.813087], [-2.763763, -2.071146, -3.579371]],
  "forces_ev_per_angstrom": [[0.323, -0.132, -0.174], [0.001, 0.051, 0.036], [-0.014, 0.009, 0.124], [0.065, 0.135, -0.026], [-0.122, -0.513, 0.367], [0.345, 0.130, -0.387], [-0.330, -0.061, 0.144], [0.053, -0.035, -0.221], [-0.217, -0.006, 0.014], [0.160, 0.003, 0.015], [0.015, -0.069, -0.019], [0.278, 0.022, 0.298], [-0.081, 0.008, -0.001], [-0.050, -0.064, 0.044], [-0.021, 0.000, -0.001], [0.010, -0.006, -0.014], [0.015, 0.001, -0.029], [-0.014, 0.003, -0.016], [-0.048, 0.004, -0.068], [0.227, 0.154, 0.122], [0.018, -0.053, 0.002], [-0.007, 0.096, -0.009], [-0.654, 0.229, -0.230], [0.036, -0.030, 0.057], [-0.035, -0.003, 0.009], [0.017, -0.010, -0.033], [0.009, -0.029, 0.046], [0.004, -0.016, -0.025], [0.054, 0.066, -0.006], [0.049, -0.026, 0.028], [-0.019, -0.070, -0.033], [-0.036, -0.027, 0.012], [0.164, 0.216, -0.022], [-0.141, 0.167, 0.076], [0.252, -0.005, -0.091], [-0.206, -0.141, -0.124], [-0.148, -0.098, 0.016], [0.049, -0.034, -0.122], [0.007, 0.040, 0.039], [0.039, 0.032, -0.008], [0.108, 0.125, 0.255], [-0.047, -0.079, 0.004], [-0.021, 0.190, 0.126], [0.045, -0.017, 0.095], [-0.007, 0.027, 0.006], [0.044, -0.106, -0.009], [-0.124, -0.059, -0.252], [-0.019, 0.020, 0.055], [-0.002, 0.006, -0.014], [0.006, -0.006, 0.004], [-0.007, -0.005, -0.013], [-0.017, -0.026, -0.016], [-0.017, -0.016, -0.057], [0.008, -0.022, -0.001], [0.016, -0.012, 0.004], [0.014, -0.018, 0.008], [-0.027, 0.059, 0.014]]
}

3.
{
  "formula": "C4H7NO",
  "method": "wB97M-V/def2-TZVPD",
  "de_lowest_ev": 3.788,
  "total_energy_ha": -286.49245,
  "homo_ev": -9.601,
  "gap_ha": 0.389,
  "multiplicity": 1,
  "fmax_ev_per_a": 5.37,
  "smiles": "C1OC[C@H]2N[C@@H]12",
  "elements": ["C", "C", "C", "C", "H", "H", "H", "H", "H", "H", "H", "N", "O"],
  "positions_angstrom": [[0.970684, -1.016107, -0.096428], [0.604900, 1.126321, -0.032837], [-0.742296, 0.705364, 0.108954], [-0.520910, -0.659972, 0.308411], [0.970520, -1.801965, -0.727657], [1.394982, -1.378629, 0.852398], [1.001858, 1.421365, 0.991393], [0.672974, 1.840529, -0.804481], [-1.454899, 1.177597, 0.774821], [-2.111477, -0.321292, -0.896229], [-1.056210, -1.126923, 1.080343], [-1.201819, -0.172690, -0.944212], [1.471696, 0.206402, -0.614476]],
  "forces_ev_per_angstrom": [[-2.147, 1.612, 3.808], [3.157, 4.336, -0.161], [-1.697, 0.283, 0.706], [1.014, -3.308, -2.060], [0.265, -2.245, -2.623], [0.771, 0.462, -0.107], [-0.445, 0.173, -1.108], [0.235, 2.309, -0.156], [0.233, 0.449, -0.175], [-5.275, -0.672, 0.331], [-0.568, -1.211, 0.622], [5.113, 0.373, 0.211], [-0.656, -2.561, 0.712]]
}

4.
{
  "formula": "C2H9NS",
  "method": "wB97M-V/def2-TZVPD",
  "de_lowest_ev": 0.632,
  "total_energy_ha": -534.50647,
  "homo_ev": -8.499,
  "gap_ha": 0.348,
  "multiplicity": 1,
  "fmax_ev_per_a": 1.70,
  "smiles": "CN.CS",
  "elements": ["C", "S", "H", "H", "H", "C", "N", "H", "H", "H", "H", "H", "H"],
  "positions_angstrom": [[-0.729764, 1.657357, -1.277870], [0.962160, 2.067983, -0.820035], [-0.777641, 0.618463, -1.614134], [-1.439028, 1.764662, -0.456358], [-1.032499, 2.283839, -2.109595], [-0.253302, -1.340007, 1.182606], [0.976142, -1.061295, 0.396757], [-0.470012, -2.408315, 1.251627], [-0.151357, -0.944294, 2.192121], [-1.088074, -0.831169, 0.703272], [0.840886, -1.572030, -0.468480], [1.762036, -1.500652, 0.852809], [1.400453, 1.265457, 0.167279]],
  "forces_ev_per_angstrom": [[-0.177, -1.339, 0.687], [0.844, 1.384, -0.500], [-0.057, 0.091, -0.048], [0.077, 0.197, -0.057], [0.248, 0.250, 0.032], [0.500, 0.145, -0.095], [-0.830, -0.414, 0.271], [-0.162, -0.011, 0.068], [0.008, 0.042, -0.018], [-0.069, -0.041, 0.041], [0.358, 0.185, -0.224], [0.191, -0.086, 0.078], [-0.933, -0.404, -0.235]]
}

5.
{
  "formula": "C3H6N2O",
  "method": "wB97M-V/def2-TZVPD",
  "de_lowest_ev": 2.169,
  "total_energy_ha": -302.61341,
  "homo_ev": -9.886,
  "gap_ha": 0.397,
  "multiplicity": 1,
  "fmax_ev_per_a": 1.44,
  "smiles": "CNC=O.C#N",
  "elements": ["C", "N", "C", "N", "C", "O", "H", "H", "H", "H", "H", "H"],
  "positions_angstrom": [[-1.163669, -0.005455, 0.316345], [-0.820702, 0.024098, -2.451934], [0.279024, -0.258272, -2.237713], [0.259954, -0.389845, 0.179777], [1.209208, 0.496838, 0.685170], [1.937038, 0.253900, 1.618460], [-1.415450, -0.028905, 1.377109], [-1.364460, 0.999193, -0.074477], [-1.827585, -0.688883, -0.226463], [1.316132, -0.502904, -2.174182], [0.436756, -1.326093, 0.530330], [1.290579, 1.440346, 0.107177]],
  "forces_ev_per_angstrom": [[0.084, 0.032, 0.155], [1.028, -0.252, -0.235], [-0.986, 0.320, -0.995], [-0.171, -0.044, 0.615], [-0.083, -0.068, 0.280], [0.096, -0.024, -0.519], [-0.213, 0.078, 0.015], [0.326, -0.248, 0.052], [0.448, 0.099, 0.059], [-0.112, -0.008, -0.005], [-0.130, 0.156, 0.307], [-0.287, -0.044, 0.273]]
}

6.
{
  "formula": "C12H36O6",
  "method": "wB97M-V/def2-TZVPD",
  "de_lowest_ev": 3.631,
  "total_energy_ha": -930.10955,
  "homo_ev": -9.977,
  "gap_ha": 0.382,
  "multiplicity": 1,
  "fmax_ev_per_a": 2.94,
  "smiles": "CCO.CCO.CCO.CCO.CCO.CCO",
  "elements": ["C", "C", "O", "H", "H", "H", "H", "H", "H", "C", "C", "O", "H", "H", "H", "H", "H", "H", "C", "C", "O", "H", "H", "H", "H", "H", "H", "C", "C", "O", "H", "H", "H", "H", "H", "H", "C", "C", "O", "H", "H", "H", "H", "H", "H", "C", "C", "O", "H", "H", "H", "H", "H", "H"],
  "positions_angstrom": [[-1.241782, -1.478539, 0.292652], [-1.973087, -0.195903, 0.246274], [-0.993701, 0.877806, 0.041947], [-0.824458, -1.729942, -0.682407], [-1.918389, -2.280802, 0.587080], [-0.461359, -1.377077, 1.046810], [-2.528042, -0.042147, 1.171743], [-2.674612, -0.160482, -0.587224], [-1.625916, 1.586685, -0.097274], [5.342614, 2.357753, -1.619818], [4.899947, 1.028296, -0.987034], [3.814329, 0.483850, -1.685531], [6.148768, 2.768980, -1.012292], [4.451712, 2.985751, -1.625078], [5.754236, 2.191779, -2.615362], [4.548263, 1.242896, 0.022106], [5.775217, 0.386035, -1.084533], [3.041210, 0.994172, -1.433621], [4.732783, -4.678208, -7.341530], [4.348213, -3.461577, -6.576281], [3.674395, -4.008268, -5.454303], [5.573134, -5.150840, -6.833087], [5.251510, -4.407800, -8.261265], [3.954133, -5.408075, -7.563113], [3.594081, -2.993609, -7.209032], [5.073014, -2.718488, -6.243765], [3.685445, -3.328314, -4.776707], [-2.675090, 5.044991, -4.416114], [-3.940405, 5.624101, -3.915400], [-4.095701, 5.343016, -2.535142], [-2.677937, 3.968813, -4.243159], [-1.813975, 5.420237, -3.863143], [-2.347505, 5.246170, -5.436083], [-4.853372, 5.269468, -4.393749], [-3.984678, 6.704750, -4.050875], [-4.348239, 6.172005, -2.122086], [0.310227, 2.878688, 7.329758], [0.185441, 2.390136, 5.900770], [0.874332, 3.121316, 4.864102], [-0.255809, 2.260471, 8.026546], [-0.010402, 3.917903, 7.402823], [1.375094, 2.866566, 7.562193], [-0.882219, 2.456474, 5.691500], [0.553168, 1.364049, 5.903954], [0.944833, 2.566370, 4.083931], [-4.535286, -4.398972, 6.087410], [-4.728932, -5.731820, 5.311614], [-4.997948, -5.346826, 3.987452], [-3.908988, -3.727470, 5.500093], [-4.154919, -4.473983, 7.106134], [-5.530152, -3.957122, 6.031620], [-5.632561, -6.265945, 5.605325], [-3.884626, -6.400157, 5.480671], [-4.406010, -5.797164, 3.380499]],
  "forces_ev_per_angstrom": [[0.158, -0.651, 0.092], [0.478, 0.788, -0.384], [-1.438, -0.694, 0.288], [0.196, 0.031, 0.122], [0.044, -0.091, 0.043], [0.161, -0.270, -0.113], [0.004, 0.188, 0.130], [-0.172, -0.099, -0.037], [0.591, 0.819, -0.140], [-0.134, -0.630, 0.481], [0.452, 1.343, -0.594], [-0.301, -0.654, -0.479], [-0.144, 0.352, 0.071], [0.339, 0.474, -0.248], [-0.321, 0.081, -0.100], [0.682, -0.349, 0.412], [-0.417, -0.561, 0.569], [-0.177, -0.073, -0.116], [2.837, -0.156, -0.756], [-2.086, -0.646, -0.346], [-0.074, 0.449, 1.027], [-0.293, -0.563, 0.419], [-0.431, 0.183, -0.491], [-0.160, 0.425, 0.318], [-0.036, 0.802, 0.051], [0.523, -0.377, -0.478], [-0.282, -0.108, 0.269], [1.469, -0.698, -0.026], [-1.145, 0.989, -0.132], [0.182, 0.061, 0.584], [0.006, -0.098, -0.193], [-0.161, 0.133, 0.485], [-0.812, -0.020, -0.290], [0.198, -0.390, -0.510], [0.284, 0.207, -0.161], [-0.015, -0.194, 0.249], [1.267, 1.028, -0.730], [-0.711, -0.405, -0.401], [0.124, 0.361, 1.198], [0.054, -0.051, -0.220], [-0.155, -0.006, 0.130], [0.006, -0.045, 0.505], [-0.161, -0.543, -0.370], [-0.313, -0.225, -0.240], [-0.117, -0.119, 0.114], [-0.729, -0.578, -0.693], [-0.073, 0.808, 1.096], [0.444, -0.155, -1.116], [0.279, -0.224, 0.050], [-0.223, -0.136, -0.042], [0.047, 0.339, 0.564], [0.094, -0.018, 0.693], [0.191, -0.044, -0.532], [-0.026, 0.009, -0.023]]
}